1.
Density functional theory data (ωB97M-V/def2-TZVPD) for CH3INOP as an isolated structure in a non-equilibrium geometry.

Summary:
Expectation value of S²: 2.01
Multiplicity: 3
Orbital gap (spin up / spin down): 7.59 / 7.59 eV
Electronic energy: -22006.878 eV
E_LUMO (spin up / spin down): 0.2 / -2.0 eV
Net charge: 0

Geometry as XYZ:
```
8
Properties=species:S:1:pos:R:3:forces:R:3
H -2.3362 0.9190 -0.5509 -0.52 0.04 -0.54
I 1.9244 -1.1925 2.7849 -0.24 -0.99 0.09
P -0.1368 0.3742 -0.7410 -3.53 -1.36 1.31
H -0.0430 -0.2543 -2.1221 0.02 0.15 1.83
O 0.6958 -0.3401 0.5121 -0.42 2.80 -4.12
H 0.7474 1.3433 -0.9035 1.46 1.54 -0.17
C 0.6813 -1.4798 1.0585 1.00 -1.86 2.65
N -1.5329 0.6302 -0.0380 2.23 -0.33 -1.05
```
Positions in Å, forces in eV/Å.

Here are the Löwdin charges for atoms 1 to 4, given in e: H -0.04; I 0.72; P 0.68; H 0.03

---

2.
Density functional theory data (ωB97M-V/def2-TZVPD) for a 2-piece molecular cluster, CH3IO2 overall in a non-equilibrium geometry.

Summary:
Orbital gap: 8.65 eV
Electronic energy: -13278.129 eV
E_LUMO: 0.1 eV
Net charge: 0

Geometry as XYZ:
```
7
Properties=species:S:1:pos:R:3:forces:R:3
C 0.1936 0.7253 -0.6808 2.86 2.25 0.72
O 2.0539 1.2845 -0.4627 -2.64 -0.70 -0.65
I 3.1104 -0.2666 -0.0471 0.34 -0.39 0.07
H 0.1626 0.7545 -1.8312 -0.02 -0.79 2.03
H 0.2353 -1.1428 -0.1014 0.06 0.14 -0.33
H -0.0098 1.6394 -0.1127 -0.50 -0.09 -1.00
O -0.0478 -0.2566 0.1721 -0.11 -0.43 -0.84
```
Positions in Å, forces in eV/Å.

Here are the Löwdin charges for atoms 1 to 4, given in e: C -0.14; O -0.97; I 0.82; H 0.15

---

3.
Density functional theory data (ωB97M-V/def2-TZVPD) for one molecule with the formula CH3IO2S2 in a non-equilibrium geometry.

Summary:
Expectation value of S²: 2.01
Multiplicity: 3
Orbital gap (spin up / spin down): 7.21 / 6.60 eV
Electronic energy: -34948.333 eV
E_LUMO (spin up / spin down): 0.3 / -3.5 eV
Net charge: 0

Geometry as XYZ:
```
9
Properties=species:S:1:pos:R:3:forces:R:3
H 0.1280 -0.1478 1.4751 0.40 -0.15 0.70
I -3.1593 -0.4159 -0.0930 -3.67 0.69 2.38
S -1.2521 -0.7977 -1.3790 3.40 -0.78 -2.19
H 0.7814 -1.3946 0.4624 1.09 -0.01 0.19
S 0.1489 0.5503 -0.5839 0.92 0.35 -0.50
O -0.5339 1.6600 0.0144 -0.19 0.17 -0.21
H 1.8707 0.1478 0.9956 -0.63 -0.87 -0.33
C 0.9062 -0.3472 0.7411 -1.23 0.40 0.01
O 1.1102 0.7452 -1.6327 -0.09 0.20 -0.05
```
Positions in Å, forces in eV/Å.

Here are the Löwdin charges for atoms 1 to 4, given in e: H 0.05; I 0.47; S 0.05; H 0.05

---

4.
Density functional theory data (ωB97M-V/def2-TZVPD) for one molecule with the formula CH3IO3 in a non-equilibrium geometry.

Summary:
Orbital gap: 8.56 eV
Electronic energy: -15328.134 eV
E_LUMO: 0.0 eV
Net charge: 0
SMILES: OC(O)(O)I

Geometry as XYZ:
```
8
Properties=species:S:1:pos:R:3:forces:R:3
O 0.4467 -0.1009 -1.2900 1.42 -1.97 0.86
H 0.1365 1.3100 1.4595 0.45 -0.88 -1.36
H 0.3261 0.7126 -1.7881 -0.37 0.45 0.63
O 0.5540 1.1001 0.5767 -0.17 0.31 1.01
H 0.1727 -2.0178 0.5139 0.06 1.19 -0.27
I -2.3651 0.2013 -0.3113 0.35 -0.23 0.54
C 0.2290 -0.0698 0.0280 -1.43 0.85 -0.39
O 0.5000 -1.1355 0.8113 -0.31 0.27 -1.03
```
Positions in Å, forces in eV/Å.

Here are the Löwdin charges for atoms 1 to 4, given in e: O 0.02; H 0.16; H 0.12; O 0.05

---

5.
Density functional theory data (ωB97M-V/def2-TZVPD) for one molecule with the formula CH3IO3 in a non-equilibrium geometry.

Summary:
Orbital gap: 9.98 eV
Electronic energy: -15322.839 eV
E_LUMO: 0.4 eV
Net charge: 0
SMILES: OOOCI

Geometry as XYZ:
```
8
Properties=species:S:1:pos:R:3:forces:R:3
H -1.1328 0.9532 0.9662 -0.08 -1.08 -1.76
H -1.6415 1.1985 -0.7575 -0.09 0.06 -0.13
C -1.3433 0.4336 -0.0524 -0.39 1.78 2.34
O 1.1749 -1.8074 0.0237 0.36 -1.10 -0.35
H 0.6488 -2.3356 0.6180 -0.15 -1.43 0.05
O -0.3096 -0.2200 -0.6038 1.05 -0.83 -0.71
I -3.1770 -0.6842 0.2801 0.08 -0.26 0.07
O 0.6842 -0.6297 0.4059 -0.78 2.85 0.48
```
Positions in Å, forces in eV/Å.

Here are the Löwdin charges for atoms 1 to 4, given in e: H 0.10; H 0.05; C -0.70; O 0.03

---

6.
Density functional theory data (ωB97M-V/def2-TZVPD) for an isolated ion of composition CH3N2O and charge -1 in a non-equilibrium geometry.

Summary:
Orbital gap: 6.81 eV
Electronic energy: -6109.285 eV
E_LUMO: 5.2 eV
Net charge: -1
SMILES: [O-]N1CN1

Geometry as XYZ:
```
7
Properties=species:S:1:pos:R:3:forces:R:3
H -0.8851 -0.9727 -0.3203 -0.65 -2.50 -1.40
N 1.0013 0.1266 0.5142 -1.20 0.45 0.55
H -1.4632 0.0748 1.1859 1.24 -0.71 -1.71
O 1.7638 -0.4876 -0.2930 1.02 -1.34 -0.59
N 0.0399 0.8784 -0.2407 -0.84 1.24 0.74
H 0.2614 0.5984 -1.1829 0.15 0.05 -0.66
C -0.7182 -0.2178 0.3369 0.27 2.81 3.07
```
Positions in Å, forces in eV/Å.

Here are the Löwdin charges for atoms 1 to 4, given in e: H -0.02; N -0.31; H 0.05; O -0.35

---

7.
Density functional theory data (ωB97M-V/def2-TZVPD) for an isolated ion of composition CH3N2O and charge +1 in a non-equilibrium geometry.

Summary:
Orbital gap: 9.97 eV
Electronic energy: -6101.819 eV
E_LUMO: -7.0 eV
Net charge: +1
SMILES: C=[NH+]N=O

Geometry as XYZ:
```
7
Properties=species:S:1:pos:R:3:forces:R:3
H 0.0328 -1.4598 -0.5484 0.40 1.03 0.35
N -0.0575 -0.5127 -0.1149 4.12 1.35 0.15
H 0.9392 1.3009 0.5605 -0.98 -1.18 -0.60
H 2.1052 0.1432 -0.1590 -1.72 -0.99 -0.10
C 0.9945 0.2806 0.0719 -1.09 -0.30 0.23
N -1.7761 -0.2994 -0.1892 -1.93 0.98 0.53
O -2.2380 0.5472 0.3790 1.19 -0.89 -0.56
```
Positions in Å, forces in eV/Å.

Here are the Löwdin charges for atoms 1 to 4, given in e: H 0.15; N 0.04; H 0.12; H 0.14

---

8.
Density functional theory data (ωB97M-V/def2-TZVPD) for an isolated ion of composition CH3N2O and charge +1 in a non-equilibrium geometry.

Summary:
Orbital gap: 10.86 eV
Electronic energy: -6103.075 eV
E_LUMO: -6.6 eV
Net charge: +1
SMILES: N#[N+]CO

Geometry as XYZ:
```
7
Properties=species:S:1:pos:R:3:forces:R:3
C -0.3372 0.2014 -0.1239 -2.00 -6.90 0.83
H 0.0073 -0.8974 -0.6521 -1.02 2.87 0.91
H 1.2635 1.0706 0.3671 0.95 0.15 0.04
O 0.5312 0.6091 0.7691 0.50 1.49 1.02
N -0.7046 1.6369 -2.0955 -0.38 -0.28 0.45
H -1.3671 -0.0247 0.3505 1.54 0.27 -0.50
N -0.6585 1.0071 -1.2003 0.42 2.40 -2.75
```
Positions in Å, forces in eV/Å.

Here are the Löwdin charges for atoms 1 to 4, given in e: C -0.29; H 0.25; H 0.14; O 0.10

---

9.
Density functional theory data (ωB97M-V/def2-TZVPD) for an isolated ion of composition CH3N2O and charge +1 in a non-equilibrium geometry.

Summary:
Orbital gap (spin up / spin down): 9.66 / 9.65 eV
Electronic energy: -6100.268 eV
E_LUMO (spin up / spin down): -6.5 / -6.5 eV
Net charge: +1
SMILES: [NH2+]=C=[NH+][O-]

Geometry as XYZ:
```
7
Properties=species:S:1:pos:R:3:forces:R:3
C 0.0922 -0.2335 0.2572 4.91 0.13 0.37
H -1.6161 0.5288 0.4321 -1.50 0.86 -0.11
H -1.4660 -1.0760 0.9427 -1.60 -2.97 1.80
N -1.0692 -0.2758 0.6234 -0.67 2.72 -1.13
N 1.0252 0.3034 -0.4641 0.35 0.91 -0.14
O 2.0256 1.0404 -0.5392 -1.07 -0.26 1.76
H 1.0084 -0.2874 -1.2522 -0.42 -1.39 -2.56
```
Positions in Å, forces in eV/Å.

Here are the Löwdin charges for atoms 1 to 4, given in e: C 0.08; H 0.17; H 0.13; N 0.33

---

10.
Density functional theory data (ωB97M-V/def2-TZVPD) for an isolated ion of composition CH3N2O and charge +1 in a non-equilibrium geometry.

Summary:
Orbital gap (spin up / spin down): 9.50 / 9.50 eV
Electronic energy: -6100.757 eV
E_LUMO (spin up / spin down): -6.2 / -6.2 eV
Net charge: +1
SMILES: [NH2+]=C=[NH+][O-]

Geometry as XYZ:
```
7
Properties=species:S:1:pos:R:3:forces:R:3
H -0.3920 1.5122 -1.0507 -1.95 2.77 0.88
H 0.5479 0.5564 -1.9980 -0.74 -0.41 1.95
C 0.1363 -0.1930 -0.1507 -0.50 -1.54 0.25
O 0.6419 -0.4415 2.0019 -1.05 -0.07 -1.43
N 0.0267 0.6489 -1.0491 2.72 -1.59 -3.17
N -0.1347 -0.6702 1.0162 1.79 0.62 2.37
H -0.8261 -1.4129 1.2304 -0.26 0.22 -0.86
```
Positions in Å, forces in eV/Å.

Here are the Löwdin charges for atoms 1 to 4, given in e: H 0.13; H 0.23; C 0.06; O 0.06